Entry 1:
{"formula": "C8H32O12", "method": "ωB97M-V/def2-TZVPD", "homo_energy_ev": -9.40, "smiles": "OCCO.OCCO.OCCO.OCCO.O.O.O.O", "homo_lumo_gap_ha": 0.329, "species": ["H", "C", "H", "H", "H", "H", "C", "H", "H", "C", "C", "O", "H", "H", "H", "C", "H", "H", "H", "O", "H", "H", "C", "O", "H", "O", "H", "O", "C", "H", "O", "H", "H", "H", "H", "H", "O", "H", "O", "H", "H", "H", "H", "O", "H", "O", "C", "O", "H", "H", "H", "O"], "xyz": [[0.07096, 2.79173, 4.16508], [0.64096, 0.72573, 3.64108], [-2.54004, 1.48573, -2.42292], [-0.98904, -2.06927, -0.73892], [4.71496, -0.72327, 0.08708], [-1.52904, -0.31027, 1.89908], [-1.66704, -0.95027, -3.88092], [-2.31204, -0.61427, -4.74192], [1.22996, -0.75827, -3.00092], [3.53096, -0.98527, 1.97908], [-0.40204, 1.82273, 3.89908], [0.30596, 1.87973, -1.40492], [-0.94904, -3.50927, -5.11992], [-2.87704, -1.04327, 0.93108], [0.00596, 2.20173, -0.58192], [-1.81804, -0.66527, 0.90008], [4.93396, -0.35227, 3.06708], [3.82496, -1.94327, 2.41608], [3.14596, 0.02473, 0.24108], [1.80396, 1.26373, 3.15608], [1.27696, 1.87273, -1.41892], [2.48596, -0.88927, 2.19508], [-2.09004, -2.40127, -3.69892], [-2.04104, 0.40373, -0.06492], [0.05996, 0.03673, -0.07492], [-2.65404, 2.41073, -2.44892], [-2.34804, 2.74773, -1.62392], [3.12796, -1.99627, -0.19092], [3.73496, -0.84927, 0.46708], [-3.15504, -2.54827, -3.45792], [4.31996, 0.07273, 2.46808], [-0.46804, -2.40827, 0.94208], [2.19496, -1.76827, -0.03792], [0.90596, -1.28027, -1.63292], [-1.41404, -2.82927, -2.92892], [-2.27204, 1.20473, 0.41008], [0.42796, -0.78227, 0.25108], [-2.64704, 3.03973, 0.70008], [-1.88004, -3.24727, -4.85992], [-1.55204, 2.79573, 2.68608], [-1.04404, 1.57273, 4.70808], [0.46396, -0.09727, 2.97408], [-1.16104, 0.01873, -2.18692], [-1.07804, 1.92373, 2.70308], [-1.50504, 3.99873, 0.33708], [-1.89704, 3.13373, 0.10808], [-0.72804, -1.60627, 0.23908], [-1.95204, -0.20527, -2.71392], [2.35796, 1.67773, 3.85808], [-0.66204, -0.96727, -4.20492], [0.94696, 0.29573, 4.51908], [1.11996, -1.60127, -2.51092]], "atomic_forces_ev_per_a": [[0.239, -0.641, -0.106], [0.176, 1.349, 0.536], [0.217, -1.866, -0.113], [0.033, 0.749, 0.487], [1.125, -0.064, 0.176], [0.218, -0.057, -0.551], [-2.542, -0.526, -1.256], [0.707, 0.388, 0.844], [0.053, -0.842, 0.233], [1.333, -0.253, -1.280], [1.325, -0.683, -0.076], [1.033, -1.044, -1.777], [-1.478, 1.006, 1.186], [1.264, -0.803, 0.533], [-0.424, 0.646, 1.556], [-2.013, -0.934, -1.764], [0.305, 0.380, 0.181], [0.298, -0.100, -0.370], [-0.011, 0.690, -0.487], [2.543, 1.859, -0.986], [-0.486, 0.193, 0.286], [-0.643, 0.453, 0.195], [1.686, -1.734, 0.253], [1.069, -0.130, 0.693], [0.315, 1.183, -0.360], [-0.918, 1.866, -1.096], [0.338, 0.272, 0.698], [-0.122, 1.154, 0.515], [-2.276, -1.975, 0.265], [0.519, 0.317, 0.061], [0.213, 0.324, 1.397], [-0.428, -0.088, -0.211], [0.106, -0.660, -0.429], [0.100, -0.045, 0.558], [-0.766, 0.255, 0.200], [0.311, -0.156, 0.008], [0.347, -0.497, -0.817], [-0.325, 0.225, -0.004], [0.534, 0.065, -0.884], [0.647, -1.308, -0.043], [-0.827, -0.446, 0.849], [-1.309, -0.060, -0.507], [-0.371, -0.241, -0.554], [-2.074, 2.108, -1.521], [-0.263, -0.502, -0.249], [0.505, 1.060, 0.575], [-1.068, 0.058, 2.210], [0.503, -0.222, 0.014], [-0.754, -0.605, -0.844], [1.211, 0.380, -0.121], [-0.096, -1.453, 2.809], [-0.076, 0.959, -0.913]], "lowdin_charge": [0.135, -0.253, -0.045, 0.114, 0.110, 0.094, -0.237, 0.142, 0.062, -0.245, -0.230, -0.012, 0.113, 0.132, -0.007, -0.150, 0.084, 0.127, 0.105, -0.070, 0.069, 0.079, -0.233, -0.101, 0.043, -0.039, -0.046, -0.084, -0.200, 0.129, -0.066, 0.126, 0.031, -0.021, 0.104, 0.042, -0.108, 0.067, -0.112, 0.106, 0.103, 0.106, 0.061, -0.083, 0.101, -0.045, -0.172, -0.088, 0.121, 0.087, 0.093, -0.039]}

---

Entry 2:
{"formula": "C9H19NO2", "method": "ωB97M-V/def2-TZVPD", "homo_energy_ev": -9.82, "smiles": "CCC(CC)[C@@H](CN)CC(=O)O", "homo_lumo_gap_ha": 0.383, "species": ["H", "C", "H", "H", "H", "C", "N", "C", "O", "C", "C", "H", "H", "H", "H", "C", "H", "H", "H", "H", "H", "O", "C", "H", "H", "H", "C", "H", "C", "H", "H"], "xyz": [[0.40441, -1.67781, -2.14665], [-0.42690, -0.13490, -0.84965], [0.18131, 0.37872, 2.68402], [-2.07347, -2.19618, -1.49641], [-1.22103, 0.18047, -1.60523], [1.45715, 0.94474, 0.76318], [-1.30218, 1.25988, 2.16785], [-1.53287, -2.48547, -0.64734], [0.88795, -0.29351, 2.77014], [1.73910, -0.15515, 1.73320], [1.47092, 0.19657, -2.51514], [1.48298, -1.13745, -0.86070], [0.35855, 1.85477, -0.76108], [-1.90573, 1.98046, 0.19850], [-0.62741, 2.83804, 1.03787], [-1.02018, 1.81651, 0.80948], [-0.58235, -1.17443, 1.05844], [1.53026, 1.90651, 1.32207], [-1.99409, -3.09542, 0.11927], [0.74343, 0.65257, -3.23011], [2.31724, -0.28612, -3.01057], [2.66887, -0.89106, 1.63702], [-1.20770, -1.16974, 0.07065], [-1.81487, 0.35846, 2.11204], [1.93559, 0.98793, -1.90171], [-2.15844, -0.64095, 0.30136], [0.77479, -0.83698, -1.56514], [2.32293, 0.80379, 0.04640], [0.04151, 1.07672, -0.00742], [-0.57223, -3.01020, -0.94311], [-1.87754, 1.94923, 2.70879]], "atomic_forces_ev_per_a": [[0.155, -0.031, 0.035], [-0.746, -1.305, 0.489], [-0.367, 0.265, 0.172], [-1.194, -0.301, -1.223], [1.223, 0.005, 0.582], [-0.279, 0.509, -1.062], [-0.964, 0.071, -0.131], [2.948, 0.035, 2.169], [0.361, 0.036, -0.162], [-1.294, -0.269, 1.021], [-0.189, -0.314, 0.550], [1.062, -0.873, 1.250], [-0.506, -0.622, 0.528], [-0.273, -0.226, -0.075], [-0.172, -0.677, -0.335], [0.533, 0.673, 1.030], [-1.265, -0.894, -1.667], [0.309, -0.534, -0.435], [-0.708, -0.458, -0.537], [0.713, -0.407, 0.421], [-0.284, 0.077, -0.369], [1.020, -0.616, -0.320], [1.438, 1.872, 0.696], [0.231, 1.016, 0.056], [-0.352, -0.130, -0.442], [0.326, -0.489, 0.111], [-1.630, 2.597, -1.672], [-1.202, 0.724, 0.642], [1.618, 0.830, -0.882], [-1.231, 0.532, 0.246], [0.720, -1.093, -0.685]], "lowdin_charge": [0.095, -0.292, 0.040, 0.058, 0.155, -0.047, -0.010, -0.094, 0.073, -0.579, -0.091, 0.081, 0.136, 0.110, 0.123, -0.227, 0.129, 0.137, 0.071, 0.088, 0.070, 0.112, -0.222, 0.079, 0.050, 0.099, -0.195, 0.125, -0.271, 0.090, 0.108]}

---

Entry 3:
{"formula": "C3H6NO2S", "method": "ωB97M-V/def2-TZVPD", "homo_energy_ev": [-1.90, -1.91], "homo_lumo_gap_ha": [0.205, 0.205], "total_charge": -1, "species": ["O", "N", "H", "C", "H", "H", "H", "H", "S", "H", "C", "O", "C"], "xyz": [[1.54990, -3.23488, 0.78617], [0.36339, -1.11739, 1.13849], [-0.64109, 1.40067, -0.11747], [-0.42837, -0.29871, 1.83124], [1.22082, 0.15965, -0.82179], [-1.45730, -0.65198, 2.21584], [-0.04183, 0.79243, 1.73759], [-1.13943, 1.96346, -1.64592], [0.21249, -2.71996, 1.26826], [-1.14437, 0.18932, -1.25085], [0.74771, 0.93928, -1.54272], [1.39161, 1.44805, -2.44416], [-0.63352, 1.13008, -1.15466]], "atomic_forces_ev_per_a": [[0.344, -0.968, -0.342], [-1.461, 1.555, 2.502], [0.007, -0.262, 0.713], [0.800, 0.390, -1.792], [-0.201, 0.910, -1.074], [1.670, 0.928, -0.126], [-1.497, -1.697, 0.551], [-0.036, -0.267, -0.545], [0.145, -0.263, -0.517], [-0.399, -0.407, 0.037], [2.552, -1.429, 0.445], [-0.833, -0.091, 0.590], [-1.093, 1.601, -0.440]], "lowdin_charge": [-0.795, -0.456, 0.034, -0.304, 0.125, 0.047, 0.040, 0.079, 0.571, 0.086, -0.340, -0.001, -0.087]}

---

Entry 4:
{"formula": "C21H24AuN4Se", "method": "ωB97M-V/def2-TZVPD", "homo_energy_ev": [-10.31, -10.46], "s_squared": 2.042, "spin_multiplicity": 3, "homo_lumo_gap_ha": [0.273, 0.150], "total_charge": 1, "species": ["C", "H", "H", "H", "C", "C", "H", "C", "H", "C", "C", "H", "C", "H", "C", "H", "C", "H", "C", "H", "H", "C", "H", "H", "C", "H", "H", "C", "N", "Se", "Au", "H", "H", "H", "N", "N", "H", "C", "H", "C", "C", "H", "C", "H", "C", "C", "C", "H", "C", "H", "N"], "xyz": [[-3.68783, 2.35583, -0.14871], [-4.38322, 4.42070, -0.55291], [4.56829, -0.46495, 0.38005], [-1.30197, -0.11936, 1.65377], [0.98929, 3.33153, 0.64480], [2.17635, 4.02903, 0.84465], [-4.57984, 0.11372, -1.04458], [3.70761, -0.62241, -0.28998], [4.02602, 0.00797, -1.18681], [-2.33709, 4.10645, -1.11795], [0.50205, -3.77229, -1.01639], [-2.79969, -1.18320, 1.73126], [-1.30837, 1.96174, -0.58466], [0.88464, -0.45122, 1.58021], [-1.22940, 3.29837, -1.09913], [-4.55726, -0.85723, 0.48744], [1.56402, -4.67751, -0.90017], [2.44127, -4.64883, -1.55838], [-3.94186, -0.51350, -0.35379], [-4.61740, 1.98972, 0.22296], [4.40090, 1.71037, -0.18043], [1.72847, -0.99011, 1.07373], [-1.35988, -5.15149, 1.45547], [2.03891, 5.06624, 1.20374], [-2.59292, 1.43774, -0.15553], [0.06474, 3.79282, 0.71617], [-1.54022, -3.23815, -0.17235], [3.35296, 3.49500, 0.48420], [-2.80984, 0.14770, 0.15014], [0.38886, -2.54873, -2.48699], [-0.03443, -0.36795, -1.48297], [-2.29279, 5.10069, -1.58726], [4.24596, 4.02712, 0.60822], [-0.31622, 3.57672, -1.63106], [2.52803, -0.05525, 0.24304], [0.49250, -5.66403, 1.02745], [1.23679, -1.77284, 0.43389], [1.54719, -5.51243, 0.16648], [-3.69606, -1.45730, -0.86045], [3.42113, 2.13695, 0.05114], [-0.54025, -4.88852, 0.80721], [3.57809, -1.63937, -0.59018], [1.02693, 1.98113, 0.19167], [-1.59167, -1.48284, 0.52719], [-0.68163, -3.93217, -0.20614], [-2.05709, -0.66852, 1.08499], [2.32574, 1.26073, 0.09680], [2.37559, -1.43636, 1.83930], [-3.54675, 3.67336, -0.62841], [2.28944, -6.21798, 0.40390], [-0.09809, 1.31292, -0.27461]], "atomic_forces_ev_per_a": [[1.480, 0.582, -0.893], [0.775, -1.124, -0.181], [-0.159, -0.662, 0.143], [-0.372, -0.033, -0.123], [2.334, -1.418, -0.419], [-3.578, 1.690, 0.664], [0.931, -0.697, 0.805], [2.159, 2.033, -1.321], [-0.558, -1.192, 0.749], [0.306, 1.047, -0.995], [-2.482, -0.145, 0.204], [0.494, 0.468, 0.173], [-0.537, 2.026, 1.314], [0.966, -0.343, -0.430], [-0.276, -1.450, -0.304], [-0.409, 0.173, -0.070], [0.428, 1.332, -0.749], [-0.504, 0.045, 0.188], [-2.239, -0.566, -0.503], [-0.544, -0.035, 0.209], [-0.303, 0.375, 0.318], [-1.177, 0.784, -0.373], [-0.484, 0.493, 0.160], [0.543, -0.697, -0.186], [0.754, 2.924, -0.942], [-1.471, 0.802, 0.468], [0.634, -0.689, -0.536], [0.883, -3.293, -1.223], [1.030, -1.000, 0.667], [0.267, 0.347, -0.013], [0.201, -1.083, 0.138], [0.141, -0.505, 0.330], [1.194, 0.662, -0.053], [-0.170, 0.100, 0.515], [-1.776, -1.472, 0.041], [1.621, 0.557, -1.263], [0.705, 0.516, 0.679], [-1.891, -1.136, 1.768], [0.280, 0.175, -0.297], [0.818, 0.925, 0.204], [-1.275, -0.366, -0.048], [-0.057, -0.678, 0.003], [-0.848, -1.271, -0.731], [0.425, 0.025, 0.151], [2.265, 0.568, 0.162], [-0.573, -0.359, -0.184], [-0.638, 2.612, 1.434], [-0.110, 0.020, -0.260], [-1.423, -0.409, 1.128], [1.322, -0.501, -0.171], [0.898, -0.156, -0.347]], "mulliken_spin": [-0.047, 0.002, 0.005, -0.004, 0.093, -0.030, 0.001, -0.006, 0.000, -0.035, -0.020, 0.000, -0.009, -0.004, 0.072, 0.000, 0.011, -0.003, -0.003, -0.001, -0.008, -0.012, 0.000, -0.002, 0.069, -0.001, 0.004, 0.156, 0.022, 0.873, 0.060, 0.000, 0.011, -0.008, 0.112, 0.050, 0.013, -0.020, 0.002, -0.092, -0.010, 0.007, 0.141, 0.001, 0.042, -0.001, 0.141, 0.003, 0.071, -0.001, 0.354]}

---

Asked for energy above the lowest of the compared OMol25 structures with the same formula, charge and spin across the records above, the calculation gives 70.45 25.72 79.75 0.00 kcal/mol in order.
Asked for F_max across the records above, the calculation gives 0.0647 0.0712 0.0639 0.0780 hartree/bohr in order.